ORCA calculation (wB97M-V/def2-TZVPD) on a cluster of 2 separate species, C3H7NO2 in total in a non-equilibrium geometry.

Values from the calculation:
orbital gap = 10.144 eV
HOMO = -0.353 Ha
LUMO energy = 0.535 eV
energy relative to the best compared isomer or geometry (same formula, charge and spin) = 55.0 kcal per mole
multiplicity = 1

Cartesian coordinates (Å):
C  0.901  1.517  -1.438
C  0.071  0.748  -2.130
O  -0.528  -0.432  -1.687
H  1.492  1.046  -0.652
H  0.729  2.570  -1.607
H  -0.323  1.107  -3.074
H  -0.526  -0.971  -2.478
N  -0.083  -1.140  1.527
C  -0.382  -0.719  2.807
O  -0.511  -1.385  3.793
H  0.271  -2.063  1.347
H  -0.594  -0.660  0.807
H  -0.517  0.382  2.783